Molecular formula: C34H27CaCl7N3O2S
Method: DFT, the ωB97M-V functional and the def2-TZVPD basis

As for the relative energy (zero: lowest compared OMol25 entry of this formula, charge and spin): 88.30 kJ/mol. As for the charge: -1. The value obtained for the LUMO energy is 2.34 eV. The HOMO-LUMO gap is 0.2762 Eh.

```
75
C34H27CaCl7N3O2S (the ωB97M-V functional and the def2-TZVPD basis)
Ca -1.2029 0.4782 -2.3799
Cl 4.9225 2.8055 -0.6675
C 4.5795 1.2041 -1.3430
C 3.2769 0.9367 -1.7142
C 3.0824 -0.3495 -2.1669
Cl 1.4454 -0.8645 -2.6156
C 4.0773 -1.3199 -2.2604
Cl 3.7403 -2.9282 -2.8236
C 5.3733 -0.9882 -1.8758
Cl 6.6316 -2.1731 -1.9286
C 5.6325 0.2972 -1.4034
Cl 7.2350 0.7018 -0.8687
C 1.0829 2.9291 -3.7251
N -0.0814 2.8548 -2.8435
C 0.2572 3.4696 -1.5576
C -1.2090 3.5765 -3.4471
C -2.5159 3.3377 -2.7262
C -3.2861 4.4279 -2.3288
C -4.5360 4.2303 -1.7544
C -5.0034 2.9360 -1.5850
C -4.2029 1.8571 -1.9559
C -2.9331 2.0081 -2.5338
H 1.3789 3.9747 -3.9060
H 0.8526 2.4659 -4.6883
H 1.9135 2.4022 -3.2576
H 0.4974 4.5367 -1.6907
H 1.1226 2.9642 -1.1348
H -0.5796 3.3806 -0.8641
H -1.3147 3.2249 -4.4777
H -0.9833 4.6549 -3.4892
H -2.9101 5.4391 -2.4635
H -5.1352 5.0779 -1.4418
H -5.9802 2.7666 -1.1418
H -4.5920 0.8546 -1.7853
Cl -3.5984 0.5723 1.8114
C -2.6160 0.0958 3.1548
C -2.7403 0.8078 4.3313
C -1.9890 0.4627 5.4425
C -1.0809 -0.5748 5.3459
C -0.9453 -1.2687 4.1548
Cl 0.3637 -2.4095 4.0559
C -1.7402 -1.0002 3.0292
N -1.6259 -1.6869 1.8318
C -1.7626 -3.0685 1.6652
C -2.3221 -3.8462 2.6854
C -2.4840 -5.2130 2.5579
C -2.1367 -5.8360 1.3726
C -1.6203 -5.0649 0.3441
C -1.4008 -3.6924 0.4540
C -0.6934 -3.0477 -0.7228
C -1.3294 -1.8987 -1.4936
O -1.3560 -1.9471 -2.7429
O -1.7287 -0.8760 -0.8501
H -3.4388 1.6333 4.3673
H -2.0948 1.0127 6.3677
H -0.4439 -0.8366 6.1798
H -1.8086 -1.1505 0.9852
H -2.6529 -3.3563 3.5906
H -2.8935 -5.7839 3.3825
H -2.2573 -6.9043 1.2475
H -1.3589 -5.5474 -0.5906
H -0.4944 -3.8270 -1.4535
H 0.2815 -2.6521 -0.4159
S 0.7133 1.2140 0.9998
C 2.0939 0.3106 1.2460
N 3.3040 0.9430 1.3476
C 4.4933 0.3113 1.4935
C 4.5494 -1.0408 1.5615
C 3.3332 -1.7624 1.4876
C 2.1456 -1.1081 1.3598
H 3.2777 1.9415 1.1921
H 5.3687 0.9442 1.5315
H 5.4993 -1.5451 1.6604
H 3.3528 -2.8445 1.5355
H 1.2008 -1.6292 1.3428
```